1.
C34H30FN3O3RbSi | ωB97M-V/def2-TZVPD

LUMO level in Ha: 0.0788
Energy above the lowest of the compared OMol25 structures with the same formula, charge and spin in kcal per mole: 1.70
Frontier orbital gap in eV: 4.80
Net charge: -1

```
73
Properties=species:S:1:pos:R:3:forces:R:3:lowdin_charge:R:1
Rb -0.61663 1.68996 -0.48796 -0.195 -0.039 0.094 0.741
Si -2.45281 2.23973 2.67321 -0.181 -0.066 0.107 0.517
F 6.33470 0.47017 2.63218 -0.014 0.005 -0.004 0.047
O 2.05760 0.82993 0.05405 0.070 0.016 0.187 -0.043
O 0.44173 -0.85151 -2.34657 0.068 -0.005 0.021 -0.026
O 0.75092 1.29005 -2.96893 0.108 0.014 -0.047 -0.117
N 4.90737 -0.31691 -2.63016 0.016 0.011 -0.019 0.007
N -2.31187 -0.76024 -0.41790 0.130 0.014 -0.030 0.088
N -3.72390 1.51179 -0.97018 0.086 0.069 -0.062 0.097
C 4.30926 0.25808 -0.36910 0.075 -0.042 0.029 -0.041
C 5.88307 -0.73510 -3.65272 0.019 0.003 0.021 -0.319
C -2.20723 -3.11576 -0.04176 0.013 -0.039 0.034 -0.037
C 1.12111 0.17200 -2.54380 -0.177 0.010 -0.055 -0.765
C -5.81288 2.64917 -1.23366 -0.029 0.036 -0.016 -0.054
C -4.39625 0.35259 -0.84277 -0.038 -0.059 0.030 -0.162
C -3.64088 -0.86098 -0.57135 -0.068 0.003 0.012 -0.162
C 2.58078 0.09027 -2.11607 0.265 0.014 0.055 -0.040
C 5.53562 -0.19702 -5.03594 0.012 -0.004 -0.033 -0.053
C -2.37722 0.45996 3.44712 0.124 0.132 -0.031 -0.332
C 6.61147 -0.32437 -0.88328 -0.041 0.004 -0.028 -0.146
C -1.28361 -1.13838 4.94203 -0.012 -0.019 -0.013 -0.120
C 6.93621 -0.11091 0.43557 -0.001 0.003 0.026 0.035
C 5.95831 0.27935 1.34528 0.059 -0.007 0.003 -0.265
C 4.66210 0.46409 0.97181 -0.013 0.003 -0.039 0.071
C 5.27805 -0.12702 -1.30760 0.000 -0.004 0.023 -0.079
C -3.03837 -1.89549 3.50618 -0.002 0.044 -0.008 -0.119
C -1.42968 0.14405 4.43205 0.009 -0.055 0.007 -0.129
C 7.64718 -0.76712 -1.87768 0.021 -0.008 0.015 -0.138
C 3.57618 -0.24102 -2.95916 -0.106 -0.048 -0.068 0.022
C -3.56321 -3.22948 -0.18126 -0.006 0.020 -0.026 -0.024
C -2.41338 3.28223 4.30906 0.137 0.073 -0.057 -0.323
C -4.41299 2.61277 -1.14911 -0.131 -0.002 -0.005 -0.141
C -4.36250 2.31619 2.32813 -0.009 0.036 -0.067 -0.305
C -1.62018 -1.84650 -0.16524 -0.073 -0.006 0.010 -0.114
C 2.89833 0.43068 -0.75013 -0.152 0.014 -0.127 -0.325
C -5.79797 0.27614 -0.93235 0.087 0.012 0.014 -0.154
C -2.08791 -2.17478 4.47838 0.017 0.034 0.013 -0.131
C -3.17333 -0.60358 3.00878 -0.103 -0.088 -0.050 -0.125
C 7.27672 -0.26436 -3.25965 -0.009 0.000 -0.027 -0.158
C -6.45939 -0.99065 -0.80393 -0.034 -0.004 -0.002 -0.034
C -4.32745 -2.08096 -0.45234 0.070 0.046 0.021 -0.154
C -5.75513 -2.11785 -0.58269 -0.014 -0.030 0.002 -0.031
C -6.50451 1.47298 -1.13281 0.024 -0.001 0.000 -0.021
H 7.95403 -0.24955 0.77953 0.001 0.001 0.000 0.125
H -7.54010 -1.01439 -0.88371 0.003 -0.016 0.002 0.108
H -1.41049 3.30485 4.74639 -0.009 -0.036 0.023 -0.012
H 5.36353 0.87966 -4.99524 -0.003 -0.001 0.007 0.098
H -3.11105 2.92212 5.07411 -0.023 -0.024 -0.027 0.009
H -3.93332 -0.42694 2.25256 0.015 0.027 0.010 0.080
H -6.25424 -3.07502 -0.48266 -0.014 0.010 0.000 0.109
H -4.65947 1.61076 1.54691 -0.024 -0.006 0.022 -0.026
H 3.89222 0.76038 1.67121 -0.002 0.001 0.001 0.136
H 7.30083 0.82957 -3.28317 -0.009 0.001 0.014 0.134
H 5.89222 -1.83238 -3.68999 0.002 -0.005 -0.004 0.154
H -7.58665 1.44999 -1.19154 -0.001 0.001 -0.001 0.112
H -0.77748 0.92478 4.81165 -0.003 0.026 -0.018 0.086
H 6.37721 -0.38755 -5.70326 0.001 0.001 0.001 0.080
H 7.98251 -0.62392 -4.01014 0.008 -0.008 0.009 0.117
H 3.34268 -0.46999 -3.98779 0.010 0.010 0.010 0.130
H -1.97579 -3.17931 4.86973 0.005 0.000 0.003 0.083
H -4.63145 3.31256 1.95863 -0.013 0.003 0.041 -0.001
H -1.58678 -3.97557 0.17129 -0.005 0.002 0.002 0.105
H -0.54869 -1.72397 -0.05895 0.013 -0.006 -0.059 0.111
H -6.32070 3.59467 -1.36916 0.000 -0.005 0.002 0.101
H -3.85257 3.53977 -1.21956 0.061 -0.036 -0.002 0.112
H -4.97360 2.10288 3.21383 0.040 0.011 0.042 0.016
H -4.05990 -4.18824 -0.08245 -0.001 -0.001 0.006 0.112
H 8.63154 -0.40620 -1.57512 -0.003 0.013 -0.008 0.116
H -0.53425 -1.33125 5.70280 -0.008 -0.018 0.002 0.087
H 7.70397 -1.86095 -1.89428 -0.008 -0.001 0.001 0.126
H -2.66152 4.32469 4.07976 -0.046 -0.023 -0.006 -0.008
H -3.68156 -2.68468 3.12929 0.010 -0.006 0.005 0.088
H 4.66142 -0.66899 -5.47839 0.001 -0.002 0.010 0.072
```
Positions in Å, forces in eV/Å.

2.
C3H7NO3S | ωB97M-V/def2-TZVPD

LUMO level in Ha: 0.2206
Energy above the lowest of the compared OMol25 structures with the same formula, charge and spin in kcal per mole: 6.97
Frontier orbital gap in eV: 5.89
Net charge: -2

```
15
Properties=species:S:1:pos:R:3:forces:R:3:nbo_charge:R:1
S 2.63337 0.02084 2.89064 -0.554 0.204 -0.361 -0.793
O -0.28619 0.36053 -2.00830 0.107 0.284 -0.617 -0.806
O -2.86769 0.20492 -3.71892 -0.618 -0.241 -0.056 -1.033
O -2.31262 0.39572 -1.01335 -0.319 -0.306 -0.133 -0.849
N -0.48705 -0.42133 0.11694 -0.372 -0.299 -0.268 -0.700
C 0.85911 -0.04137 0.55989 0.000 -0.495 -0.690 -0.229
C -1.07069 0.16503 -1.06726 0.575 -0.446 1.256 0.877
C 1.20456 -0.67452 1.88700 0.443 -0.487 1.796 -0.503
H 0.32114 -0.81927 2.53122 -0.004 0.638 -0.025 0.155
H -1.94532 0.41909 -3.89093 0.118 -0.038 0.530 0.478
H -2.91254 0.12979 -2.72682 0.587 0.410 -0.383 0.513
H 1.63457 -0.46880 -0.08110 -0.263 0.378 -0.603 0.183
H 1.55145 -1.71025 1.80110 -0.275 0.048 -0.802 0.179
H -1.13934 -0.50981 0.88750 0.044 0.285 -0.251 0.356
H 0.90917 1.04691 0.47776 0.529 0.066 0.608 0.172
```
Positions in Å, forces in eV/Å.

3.
C33H39BBaN4O2P2 | ωB97M-V/def2-TZVPD

LUMO level (spin up / spin down) in Ha: 0.0043 / 0.0050
Frontier orbital gap (spin up / spin down) in eV: 4.21 / 3.42

```
82
Properties=species:S:1:pos:R:3:forces:R:3:lowdin_charge:R:1
Ba -1.13912 2.51143 -2.37772 -0.323 -1.562 -1.434 1.379
P -1.33482 -1.38469 0.69599 -1.680 0.613 -0.925 1.070
P 1.64351 -0.17069 0.79986 1.210 1.521 0.020 1.084
O 2.36951 -4.54079 1.46805 -0.150 0.307 -0.546 0.177
O 2.53042 -4.80883 -0.85195 -0.038 0.033 0.519 0.187
N -2.58518 -1.21206 -0.55610 0.082 0.212 -0.657 -0.261
N 1.85282 0.95686 -0.57234 0.141 -0.350 -1.178 -0.236
N 3.03926 0.38075 1.72687 0.188 -0.282 0.626 -0.279
N -2.39243 -1.88990 1.97562 0.030 -0.780 0.932 -0.259
C 0.21288 -4.19152 0.09865 -1.020 0.354 -0.331 -0.001
C 2.30992 1.45716 -2.73174 0.506 -0.344 0.224 -0.098
C -3.63602 -1.45159 -2.55221 0.650 0.171 1.067 -0.097
C -0.50458 5.30756 -2.60329 0.316 0.370 -0.718 -0.315
C 0.26238 0.70757 1.66211 -0.024 0.218 0.237 -0.394
C -3.35663 4.07382 -2.44297 0.389 0.225 0.145 -0.336
C -1.07690 5.57786 -0.16049 -0.668 0.158 0.649 -0.218
C -2.53884 -1.86201 -1.80024 -1.011 0.663 0.352 -0.141
C -3.47535 -3.38438 3.28927 0.391 0.533 -0.683 -0.089
C 3.90278 -6.34718 2.05942 0.227 -0.430 0.247 0.000
C 1.27421 2.18095 -0.88374 1.214 0.293 0.247 -0.326
C -1.71798 6.03971 -3.11544 -0.701 0.206 -0.707 -0.215
C 4.62020 1.57627 2.83138 -1.116 -0.653 -0.705 -0.087
C -2.98492 4.08233 -1.12895 -0.661 0.010 0.443 -0.343
C 3.45558 -5.61701 -0.22957 -0.156 -0.497 1.850 -0.185
C -1.12567 0.40513 1.05880 0.061 0.211 0.532 -0.412
C -3.31302 -2.16203 4.02026 0.583 0.242 -0.752 -0.090
C 3.52170 1.67220 1.98268 0.617 -0.834 0.571 -0.128
C 4.06057 -6.74112 -0.74132 0.575 -0.290 -0.359 -0.004
C 3.37058 -5.43156 1.18084 0.028 -0.977 -1.368 -0.192
C 4.80993 0.18285 3.13127 -0.834 -0.014 -0.602 -0.098
C -4.35944 -0.48517 -1.76673 1.052 -0.492 0.686 -0.092
C 2.52264 0.52951 -1.72421 -0.920 0.654 -0.107 -0.118
C 4.46035 -7.75762 0.14752 0.364 0.552 -0.324 -0.085
C -0.19441 5.15099 -1.28613 0.286 -0.279 0.301 -0.275
C 1.61014 2.55476 -2.18823 0.094 -0.539 1.170 -0.287
C -2.60716 5.33152 -0.38093 0.454 0.576 0.614 -0.205
C 3.83540 -0.53081 2.45421 0.153 1.129 -0.103 -0.144
C -2.61330 -1.28233 3.21387 -0.548 -0.753 -0.210 -0.136
C -3.68144 -0.34530 -0.55954 0.043 -0.752 -0.858 -0.153
C -2.97139 5.15275 -3.43992 -0.260 0.759 -0.268 -0.229
C 4.36579 -7.55891 1.52094 0.571 0.116 0.130 -0.090
C -2.88993 -3.20832 2.04726 -0.053 0.870 0.835 -0.133
B 1.72575 -4.41516 0.22724 0.061 0.026 -0.199 -0.574
H -3.97538 -4.27750 3.63597 0.069 0.089 -0.086 0.093
H 3.07540 -0.39118 -1.72058 -0.074 -0.206 -0.074 0.105
H -1.40721 6.51693 -4.06692 -0.326 -0.214 0.329 0.110
H -2.27396 -0.27261 3.38383 -0.122 -0.139 0.159 0.091
H 0.80375 2.74918 -0.10656 -0.279 0.239 0.073 0.071
H 4.70817 -8.35533 2.18435 -0.097 0.332 -0.096 0.104
H -3.07429 5.26925 0.62179 0.116 0.125 -0.361 0.109
H -1.91331 0.76567 1.73750 0.206 0.020 -0.300 0.068
H 5.21899 2.39387 3.19638 -0.046 0.045 -0.045 0.089
H -0.28919 -4.35722 1.05979 0.156 0.166 -0.094 0.066
H -3.91120 0.23001 0.31991 -0.093 0.058 0.019 0.103
H -1.27341 0.95981 0.10317 0.189 -0.372 0.401 0.001
H 0.84927 4.95678 -1.00264 -0.354 -0.076 -0.188 0.091
H 4.91372 -8.67272 -0.25692 -0.326 0.447 0.252 0.108
H 0.28071 5.14358 -3.36237 -0.306 0.131 0.412 0.081
H 5.57512 -0.23148 3.76968 -0.069 -0.032 -0.075 0.090
H -0.75147 5.06955 0.76562 -0.199 0.067 -0.357 0.097
H 3.90423 -6.17254 3.13592 -0.304 -0.133 -0.298 0.122
H -0.05103 -3.17660 -0.22594 0.320 -0.384 0.129 -0.032
H -3.84047 5.82816 -3.61186 0.293 -0.183 -0.007 0.110
H -0.29385 -4.84284 -0.63518 0.564 -0.015 0.188 0.088
H -3.05132 6.21690 -0.86838 0.124 -0.499 0.210 0.105
H -3.90781 -1.79893 -3.53398 0.099 -0.015 -0.039 0.089
H -3.65937 -1.94750 5.01750 0.022 -0.039 0.009 0.091
H -0.94040 6.65692 0.06094 -0.023 -0.128 -0.053 0.109
H -2.01968 6.89370 -2.48158 0.289 -0.478 -0.055 0.104
H 0.42921 1.79353 1.68990 0.030 -0.236 -0.009 0.071
H 1.33845 3.47359 -2.72694 0.299 -0.486 0.462 0.057
H -2.79431 4.69686 -4.43637 -0.057 -0.061 0.491 0.094
H -3.04327 3.16862 -0.48534 -0.499 0.632 -0.570 0.067
H 3.62149 -1.58996 2.40112 0.076 0.121 0.014 0.092
H -3.90022 3.21853 -2.89376 0.337 0.253 0.377 0.085
H -2.78046 -3.87945 1.20748 -0.079 0.098 0.070 0.103
H -5.28509 -0.00437 -2.03785 0.058 0.088 0.016 0.092
H 2.58825 1.40179 -3.77152 0.364 -0.204 0.106 0.100
H 3.05199 2.52969 1.53103 0.048 0.012 -0.044 0.098
H -1.74775 -2.56922 -2.00138 -0.099 0.053 -0.074 0.094
H 0.33000 0.38193 2.71644 -0.048 -0.072 -0.378 0.090
H 4.23792 -6.82842 -1.81066 -0.386 -0.197 0.123 0.120
```
Positions in Å, forces in eV/Å.

In the order shown, the computed electronic energy values come out to -2117.20820; -797.20406; -2383.28707 a.u..